Record 1
Density functional theory data (ωB97M-V with the def2-TZVPD basis set) for a molecular structure, C31H45F4N2Sb2SeSiV in a non-equilibrium geometry.

Computed properties:
- multiplicity = 4
- highest occupied orbital energy (spin up / spin down) (eV) = -3.363 / -4.845
- <S²> = 3.7647
- LUMO level (spin up / spin down) (eV) = 2.562 / 2.561
- max |F| (eV Å⁻¹) = 1.08
- energy relative to the best compared isomer or geometry (same formula, charge and spin) (kcal/mol) = 3.4
- net charge = -1

Atoms and positions in Å:
V 0.341 0.611 0.003
C 1.308 3.456 0.177
N 0.124 2.738 0.639
C -0.063 3.020 2.053
C -1.065 3.169 -0.113
C -1.077 2.656 -1.568
N -0.108 1.587 -1.707
C 0.567 1.453 -2.851
C 1.891 0.949 -2.787
F 2.413 0.719 -1.534
C 2.695 0.777 -3.888
F 3.965 0.320 -3.708
C 2.245 1.091 -5.169
C 0.957 1.603 -5.261
F 0.447 1.916 -6.493
C 0.142 1.785 -4.159
F -1.141 2.226 -4.363
H 1.231 4.528 0.420
H 1.413 3.334 -0.900
H 2.188 3.035 0.673
H -0.145 4.104 2.227
H 0.791 2.622 2.601
H -0.970 2.525 2.399
H -1.126 4.270 -0.092
H -1.927 2.770 0.427
H -0.834 3.479 -2.261
H -2.098 2.326 -1.803
H 2.856 0.937 -6.040
C 2.856 -2.307 -1.374
Sb 0.720 -2.172 -1.570
C 0.701 -2.274 -3.714
C 0.561 -4.341 -1.374
C -0.767 -5.015 -1.414
C -1.390 -5.174 -2.647
C -2.614 -5.803 -2.776
C -3.232 -6.311 -1.645
C -2.610 -6.184 -0.418
C -1.383 -5.541 -0.276
C -0.803 -5.373 1.075
Sb -1.282 -3.348 1.742
C -0.579 -3.673 3.742
C -3.302 -3.931 2.206
H 3.163 -3.341 -1.519
H 3.147 -1.968 -0.385
H 3.339 -1.681 -2.118
H 1.510 -2.924 -4.041
H 0.828 -1.284 -4.149
H -0.250 -2.681 -4.049
H 1.143 -4.596 -0.493
H 1.138 -4.649 -2.247
H -0.893 -4.789 -3.528
H -3.075 -5.900 -3.749
H -4.190 -6.809 -1.716
H -3.085 -6.586 0.468
H 0.277 -5.502 1.091
H -1.249 -6.069 1.785
H -0.927 -4.638 4.111
H -0.955 -2.884 4.383
H 0.504 -3.631 3.754
H -3.291 -4.820 2.831
H -3.838 -4.134 1.287
H -3.809 -3.123 2.722
C -4.379 -0.396 1.161
C -3.464 -0.060 2.149
C -2.139 0.175 1.817
C -1.638 0.121 0.503
C -2.606 -0.215 -0.454
C -3.933 -0.484 -0.149
H -5.413 -0.594 1.408
H -3.782 0.000 3.187
H -1.445 0.386 2.627
H -2.305 -0.278 -1.499
H -4.626 -0.757 -0.938
C 2.898 -1.028 5.104
Si 2.048 0.325 4.104
C 0.420 0.713 4.984
C 3.134 1.864 4.234
Se 1.803 -0.348 2.005
H 3.346 -0.616 6.006
H 3.678 -1.502 4.519
H 2.192 -1.795 5.399
H 0.552 0.633 6.061
H -0.353 0.013 4.687
H 0.061 1.715 4.766
H 3.345 2.117 5.269
H 2.666 2.723 3.766
H 4.076 1.688 3.724

Cartesian forces, eV/Å:
0.337 -0.543 0.872
0.251 0.042 -0.014
-0.028 0.097 -0.298
-0.055 -0.134 0.224
-0.235 0.055 0.090
-0.012 0.127 -0.291
-0.153 0.242 -0.762
-0.018 0.159 0.094
0.359 -0.062 0.021
-0.222 0.089 -0.408
0.183 -0.022 0.049
-0.559 0.189 -0.162
-0.100 -0.005 0.239
-0.275 0.111 -0.375
0.382 -0.220 0.745
-0.435 0.131 -0.304
0.724 -0.242 0.120
0.029 -0.062 -0.045
0.061 0.035 0.036
-0.023 0.081 -0.063
-0.017 -0.039 0.025
-0.074 0.058 0.014
0.065 0.035 0.046
-0.053 -0.066 -0.006
0.064 0.037 -0.103
-0.089 -0.114 0.179
0.083 0.085 0.006
0.062 -0.005 -0.076
-0.073 -0.084 -0.099
0.111 0.169 0.259
-0.053 0.093 -0.005
0.145 0.068 -0.074
0.142 0.095 -0.209
-0.096 0.017 -0.169
-0.008 0.003 -0.049
-0.088 -0.047 -0.038
-0.139 -0.052 0.033
-0.093 -0.091 0.072
0.060 -0.005 0.306
0.010 0.198 -0.107
-0.049 -0.122 -0.028
0.132 0.039 0.012
0.044 -0.066 -0.024
0.020 0.037 0.133
0.037 0.067 -0.066
0.077 -0.068 -0.069
0.007 0.000 0.001
-0.091 -0.016 -0.047
0.009 0.010 0.069
0.102 -0.049 0.016
0.021 0.007 -0.067
-0.034 -0.008 -0.048
-0.042 -0.029 -0.014
-0.030 -0.031 0.044
0.060 0.010 0.049
0.012 -0.028 0.028
0.020 -0.009 0.019
-0.089 0.171 0.148
0.186 -0.011 0.007
-0.022 -0.130 0.093
-0.100 -0.045 -0.181
-0.053 0.155 0.093
-0.022 -0.030 0.023
-0.169 -0.080 0.186
0.305 -0.002 0.116
-0.488 0.072 0.240
0.170 -0.013 -0.248
-0.155 -0.037 -0.047
-0.087 -0.020 0.020
0.004 0.007 -0.049
0.005 0.013 0.025
-0.005 -0.006 -0.037
-0.015 0.002 -0.020
-0.033 0.218 -0.117
-0.120 0.111 0.036
0.218 -0.027 -0.057
-0.097 -0.231 -0.035
0.110 -0.282 -0.221
0.065 0.076 0.188
0.183 -0.078 -0.132
-0.222 -0.221 0.040
0.025 0.019 0.226
-0.142 -0.189 -0.061
-0.052 0.173 -0.075
0.037 0.058 0.268
-0.112 0.200 -0.112
0.215 -0.044 -0.097

Mulliken population analysis, charges in e, atoms 1 to 8:
1. V 0.05
2. C -1.16
3. N 0.76
4. C -0.73
5. C -0.92
6. C -1.29
7. N 1.13
8. C -0.14

=====

Record 2
Density functional theory data (ωB97M-V with the def2-TZVPD basis set) for a molecular structure, C31H46AsGeN5SY in a non-equilibrium geometry.

Computed properties:
- highest occupied orbital energy (eV) = -16.061
- LUMO level (eV) = -8.486
- max |F| (eV Å⁻¹) = 1.26
- net charge = +3

Atoms and positions in Å:
Y -0.095 -1.304 -1.370
C -4.500 1.404 3.935
C -3.377 0.970 3.031
C -2.039 1.224 3.339
C -1.050 0.848 2.462
C -1.307 0.170 1.266
N -0.156 -0.109 0.414
C 0.913 -0.825 1.116
C 0.608 -1.577 2.259
C 1.563 -2.274 2.963
C 2.896 -2.292 2.557
C 3.958 -3.025 3.329
C 3.199 -1.621 1.386
C 2.246 -0.903 0.672
N 2.704 -0.304 -0.551
C 3.901 0.260 -0.787
C 3.995 0.516 -2.140
C 2.795 0.062 -2.671
N 2.009 -0.449 -1.712
C -2.641 -0.109 0.964
C -3.641 0.321 1.840
N -3.103 -0.795 -0.232
C -4.370 -1.170 -0.499
C -4.427 -1.676 -1.779
C -3.126 -1.591 -2.242
N -2.320 -1.063 -1.306
H -4.120 1.843 4.855
H -5.138 0.560 4.201
H -5.131 2.146 3.442
H -1.780 1.735 4.259
H -0.015 1.072 2.699
H -0.412 -1.599 2.616
H 1.263 -2.821 3.849
H 3.536 -3.567 4.173
H 4.700 -2.324 3.718
H 4.488 -3.734 2.692
H 4.209 -1.672 0.994
H 4.594 0.462 0.016
H 4.822 0.966 -2.664
H 2.463 0.081 -3.699
H -4.680 0.158 1.592
H -5.166 -1.082 0.218
H -5.298 -2.044 -2.297
H -2.741 -1.868 -3.215
C -0.962 4.547 -2.580
C -2.050 4.897 -1.568
C -1.760 4.404 -0.154
C -1.806 2.868 -0.034
Ge -0.192 2.008 -0.634
C 1.598 2.660 -0.413
C 1.817 4.098 -0.916
C 3.283 4.515 -0.751
C 3.766 4.527 0.697
H -1.279 4.744 -3.603
H -0.700 3.476 -2.555
H -0.051 5.118 -2.396
H -3.011 4.489 -1.893
H -2.169 5.981 -1.540
H -2.517 4.792 0.529
H -0.804 4.802 0.199
H -2.605 2.456 -0.655
H -1.964 2.553 0.990
H -0.435 1.249 -1.964
H 2.236 1.976 -0.956
H 1.820 2.580 0.654
H 1.184 4.797 -0.364
H 1.544 4.171 -1.970
H 3.389 5.515 -1.175
H 3.915 3.855 -1.356
H 3.110 5.134 1.327
H 4.767 4.954 0.762
H 3.820 3.524 1.130
C -2.079 -5.738 -1.771
As -0.213 -5.534 -1.410
C 0.769 -5.656 -3.043
C 0.325 -6.961 -0.264
S 0.181 -3.705 -0.323
H -2.262 -6.767 -2.078
H -2.384 -5.061 -2.565
H -2.624 -5.522 -0.857
H 0.617 -6.654 -3.453
H 1.823 -5.503 -2.830
H 0.410 -4.916 -3.752
H 0.021 -7.905 -0.715
H -0.164 -6.833 0.698
H 1.404 -6.937 -0.142

Cartesian forces, eV/Å:
0.475 -0.985 -0.480
0.068 -0.049 -0.057
-0.037 0.086 0.140
-0.035 0.050 0.048
0.122 -0.002 0.024
0.191 -0.145 0.088
-0.551 0.942 0.639
0.036 0.241 -0.131
-0.115 -0.060 0.038
-0.032 -0.046 0.066
0.087 -0.076 0.112
-0.054 0.049 -0.042
0.145 -0.036 -0.107
-0.073 0.085 -0.208
0.102 -0.018 0.091
0.053 -0.015 0.047
0.038 -0.015 -0.011
-0.026 0.012 -0.074
0.573 0.325 -0.107
-0.134 -0.151 -0.188
-0.118 -0.051 -0.072
0.000 0.075 0.116
-0.064 -0.030 0.072
-0.041 -0.072 -0.069
0.007 0.067 0.039
-0.746 0.386 0.059
0.005 -0.003 -0.012
0.031 0.004 -0.012
0.024 -0.006 -0.003
-0.012 -0.015 -0.051
-0.036 0.000 0.003
0.027 0.003 -0.001
0.017 0.022 -0.027
-0.006 0.012 -0.029
-0.027 -0.004 -0.006
-0.017 0.012 -0.001
-0.044 0.000 -0.007
-0.046 -0.030 -0.029
-0.045 -0.012 0.025
0.006 -0.001 0.033
0.032 0.015 0.005
0.036 0.022 -0.010
0.044 0.006 0.046
0.013 -0.006 0.024
-0.095 0.173 0.065
0.042 -0.049 -0.044
-0.105 0.016 -0.032
0.022 0.114 -0.138
0.220 -0.536 0.137
-0.157 0.244 0.143
0.385 -0.054 0.100
-0.050 -0.004 0.082
0.007 -0.005 -0.046
-0.030 0.007 0.020
-0.005 -0.007 -0.062
-0.248 -0.022 -0.083
0.008 0.021 0.006
-0.019 0.007 -0.039
-0.003 0.032 -0.028
-0.077 -0.033 0.048
-0.120 0.031 0.102
-0.122 0.120 0.132
0.054 -0.349 -0.245
0.140 0.059 -0.020
0.095 0.003 -0.007
0.053 -0.043 -0.061
0.130 -0.075 0.146
0.030 -0.011 -0.012
-0.012 0.027 0.008
0.024 -0.026 -0.022
-0.026 -0.013 0.008
-0.019 0.047 -0.019
-0.015 -0.018 -0.004
-0.026 0.017 0.107
0.000 -0.031 -0.013
0.002 -0.031 0.021
0.030 -0.221 -0.172
-0.016 -0.008 -0.023
-0.025 0.035 -0.020
-0.071 0.000 0.026
0.008 -0.019 -0.036
0.075 0.013 -0.018
-0.003 0.038 -0.054
0.004 -0.023 -0.014
-0.013 -0.020 0.059
0.056 0.007 0.023

Mulliken population analysis, charges in e, atoms 1 to 8:
1. Y 1.17
2. C -1.64
3. C -0.04
4. C -0.95
5. C 0.52
6. C -0.61
7. N -0.76
8. C 0.30